{
  "formula": "C5H10N2O2",
  "method": "the ωB97M-V functional and the def2-TZVPD basis",
  "species": ["C", "C", "C", "C", "C", "N", "N", "O", "O", "H", "H", "H", "H", "H", "H", "H", "H", "H", "H"],
  "coordinates": [[0.20956, -0.22519, 1.64683], [1.33258, -0.25132, 0.78569], [0.93818, -0.22847, -1.91559], [-1.11910, 0.20493, -0.43414], [0.61806, 0.58950, -0.66904], [-1.76396, 1.37877, -0.31970], [-0.46023, -1.31468, 2.04200], [-1.63947, -0.89183, -0.53524], [0.82173, 1.81885, -0.64226], [-0.12109, 0.72428, 2.04804], [-2.76979, 1.42080, -0.36799], [-1.18284, 2.20713, -0.38601], [-1.39503, -1.19773, 2.40296], [-0.33942, -2.15464, 1.49412], [2.16880, 0.38185, 1.06151], [1.63844, -1.24140, 0.46168], [0.56885, -1.24829, -1.82931], [0.47509, 0.24649, -2.78016], [2.01966, -0.21905, -2.06339]],
  "nbo_charge": [0.260, -0.582, -0.668, 0.566, 0.411, -0.846, -0.698, -0.694, -0.760, 0.221, 0.391, 0.433, 0.406, 0.414, 0.265, 0.218, 0.222, 0.232, 0.210],
  "gap_ha": 0.2736
}

***

{
  "formula": "C5H10N2O2",
  "method": "the ωB97M-V functional and the def2-TZVPD basis",
  "species": ["C", "C", "C", "C", "O", "C", "O", "N", "N", "H", "H", "H", "H", "H", "H", "H", "H", "H", "H"],
  "coordinates": [[2.09198, -1.00587, -0.05670], [0.98839, 0.02175, 0.00018], [1.39886, 1.37866, 0.47315], [-0.23306, -0.23231, -0.49556], [-0.62784, -1.45378, -0.99898], [-1.26969, 0.82790, -0.75153], [-1.06786, 1.90291, -1.27066], [-2.35339, 0.58230, 0.04624], [-2.80110, -0.59464, 0.66441], [2.48580, -1.10926, -1.07593], [2.90128, -0.73094, 0.58212], [1.73280, -1.99626, 0.28058], [0.56368, 2.08727, 0.52178], [1.86385, 1.30789, 1.47215], [2.15460, 1.78834, -0.21550], [0.12834, -2.05388, -1.00319], [-3.05769, 1.31215, 0.06651], [-2.45007, -1.39545, 0.15230], [-2.44889, -0.63677, 1.60861]],
  "nbo_charge": [-0.653, -0.053, -0.628, 0.190, -0.701, 0.619, -0.587, -0.454, -0.645, 0.223, 0.228, 0.205, 0.237, 0.206, 0.218, 0.487, 0.385, 0.376, 0.347],
  "gap_ha": 0.3417,
  "smiles": "CC(C)=C(O)C(=O)NN"
}

***

{
  "formula": "C5H10N2O2",
  "method": "the ωB97M-V functional and the def2-TZVPD basis",
  "species": ["C", "C", "C", "N", "C", "N", "H", "H", "H", "H", "H", "H", "H", "H", "O", "C", "O", "H", "H"],
  "coordinates": [[0.11422, 1.79930, 0.38842], [0.16353, 0.36660, 0.91400], [-1.21748, -0.29015, 1.00898], [1.07392, -0.44550, 0.14045], [2.11693, -0.91950, 0.54605], [3.01629, -1.68618, 0.80582], [-0.51678, 2.39708, 1.03930], [-0.28608, 1.83479, -0.61830], [1.11192, 2.23035, 0.37978], [0.62092, 0.37659, 1.93791], [-1.68944, -0.03561, 1.96135], [-1.12564, -1.37152, 0.93552], [-1.86604, 0.06520, 0.21046], [3.99965, -1.51406, 0.71810], [-1.44512, 0.73895, -2.24175], [-0.80537, -0.26047, -2.08262], [-1.31079, -1.48270, -2.05460], [0.32724, -0.34260, -1.82130], [-2.28188, -1.46054, -2.16756]],
  "nbo_charge": [-0.621, -0.044, -0.625, -0.544, 0.667, -0.715, 0.212, 0.235, 0.208, 0.177, 0.218, 0.224, 0.212, 0.401, -0.611, 0.633, -0.682, 0.164, 0.491],
  "gap_ha": 0.3883,
  "smiles": "CC(C)N=C=N.O=CO"
}

***

{
  "formula": "C5H10N2O2",
  "method": "the ωB97M-V functional and the def2-TZVPD basis",
  "species": ["C", "C", "O", "C", "O", "H", "H", "H", "H", "H", "H", "N", "C", "C", "N", "H", "H", "H", "H"],
  "coordinates": [[2.79530, 0.19487, -0.32675], [1.53879, -0.41380, 0.32636], [0.72870, -0.95054, -0.68444], [-0.36976, -1.52387, -0.34526], [-0.82036, -1.68139, 0.79305], [3.35863, 0.78084, 0.26878], [3.41286, -0.69829, -0.49175], [2.63533, 0.71521, -1.34554], [0.89571, 0.18635, 0.97504], [2.02751, -1.17547, 0.92586], [-0.97125, -1.89307, -1.15590], [-3.56910, -0.54526, -0.13499], [-2.58709, 0.23637, -0.29786], [-1.54281, 1.02143, -0.31952], [-1.10143, 1.63886, 0.86859], [-3.21016, -1.44859, 0.06412], [-0.96659, 1.29022, -1.16104], [-0.34603, 2.22847, 0.68973], [-1.90823, 2.03766, 1.35150]],
  "nbo_charge": [-0.617, -0.098, -0.488, 0.653, -0.626, 0.214, 0.208, 0.211, 0.216, 0.187, 0.127, -0.608, 0.344, -0.241, -0.824, 0.368, 0.222, 0.370, 0.384],
  "gap_ha": 0.3184,
  "smiles": "CCOC=O.N=C=CN"
}